Entry from the Open Molecules 2025 dataset: a molecular structure, C8H24BeNO11 (ωB97M-V/def2-TZVPD).

Calculated values
Orbital gap, eV: 7.10
Total charge: +1

Element x y z (Å)
Be -0.02319 -0.21134 -0.24872
N 1.58182 -1.83037 -2.93863
O 2.09273 -2.84694 -2.47124
O 0.74556 -1.15047 -2.28830
O 2.01303 -1.40077 -4.03463
C 0.71581 2.68612 -1.87615
C 1.95112 1.79055 -1.85208
O 2.05755 0.98651 -0.63977
O -0.41865 1.87120 -1.60315
H 0.68455 3.34688 -2.73927
H 0.82405 3.26376 -0.95157
H 2.84073 2.40973 -1.72908
H 2.04927 1.10686 -2.69551
H 2.98404 0.90546 -0.40616
H -1.24576 2.34508 -1.48800
C -2.31971 -1.91969 -1.56754
C -2.07320 -2.75610 -0.32476
O -0.72042 -2.52337 0.02294
O -1.97965 -0.55215 -1.46850
H -3.36961 -2.10514 -1.81775
H -1.81197 -2.36379 -2.42707
H -2.24632 -3.74567 -0.75355
H -2.84106 -2.55910 0.42538
H -0.52338 -3.12087 0.75261
H -2.50460 0.02133 -2.03007
C 0.96505 -1.22846 2.84861
C 2.22724 -1.20069 2.05511
O 1.92911 -1.49718 0.68375
O -0.15952 -0.77251 2.08580
H 1.10291 -0.64880 3.76687
H 0.78497 -2.21894 3.27885
H 3.00552 -1.85143 2.45391
H 2.69334 -0.21277 2.02846
H 2.22798 -2.40919 0.58540
H -0.94979 -0.88477 2.62076
C -0.72137 2.74933 1.46693
C -1.98113 1.94936 1.69596
O -2.07131 0.84709 0.77793
O 0.40478 1.84539 1.36455
H -0.56636 3.53513 2.20788
H -0.68248 3.33895 0.54761
H -2.88222 2.55645 1.59260
H -2.02010 1.54259 2.70910
H -3.01677 0.66727 0.78811
H 1.24741 2.24547 1.59239

Want to see where the charge sits? The Löwdin charges in e are: number 1, Be, carries 0.92; number 2, N, carries -0.58; number 3, O, carries 0.00; number 4, O, carries -0.09; number 5, O, carries -0.01; number 6, C, carries -0.17; number 7, C, carries -0.16; number 8, O, carries -0.10; number 9, O, carries -0.07; number 10, H, carries 0.14; number 11, H, carries 0.11; number 12, H, carries 0.13; number 13, H, carries 0.12; number 14, H, carries 0.11; number 15, H, carries 0.10; number 16, C, carries -0.22; number 17, C, carries -0.20; number 18, O, carries -0.06; number 19, O, carries -0.06; number 20, H, carries 0.13; number 21, H, carries 0.13; number 22, H, carries 0.14; number 23, H, carries 0.13; number 24, H, carries 0.11; number 25, H, carries 0.12; number 26, C, carries -0.20; number 27, C, carries -0.20; number 28, O, carries -0.07; number 29, O, carries -0.09; number 30, H, carries 0.13; number 31, H, carries 0.13; number 32, H, carries 0.14; number 33, H, carries 0.12; number 34, H, carries 0.12; number 35, H, carries 0.11; number 36, C, carries -0.18; number 37, C, carries -0.19; number 38, O, carries -0.09; number 39, O, carries -0.09; number 40, H, carries 0.14; number 41, H, carries 0.10; number 42, H, carries 0.14; number 43, H, carries 0.13; number 44, H, carries 0.11; number 45, H, carries 0.11

***

Entry from the Open Molecules 2025 dataset: a molecular structure, C5H6F6GaIO2P (ωB97M-V/def2-TZVPD).

Calculated values
Orbital gap, eV: 6.70
Total charge: -1

Element x y z (Å)
O 3.22519 -2.38896 0.30137
P 3.32113 -0.81154 -0.24394
O 2.94060 -1.00953 -1.87674
Ga 1.26100 0.05730 0.58395
I 1.46856 -0.18516 3.19556
C -0.27712 -1.08800 -0.06253
C -1.49685 -0.34654 -0.62617
C -2.34648 0.35152 0.37533
F -1.74646 1.03660 1.37429
C -3.69502 0.39698 0.29528
F -4.45724 1.47326 0.13671
F -4.45841 -0.69552 0.30799
C 1.12408 2.05100 0.06108
F 2.00792 2.33901 -0.96038
F 1.45141 2.91814 1.05705
F -0.08894 2.49266 -0.39182
H 2.85031 -2.34478 1.19416
H 2.81581 -0.11587 -2.22471
H 0.12983 -1.80354 -0.78099
H -0.62541 -1.65991 0.80366
H -2.18312 -1.05056 -1.12290
H -1.22076 0.38346 -1.39625

Want to see where the charge sits? The Löwdin charges in e are: number 1, O, carries -0.41; number 2, P, carries 0.63; number 3, O, carries -0.41; number 4, Ga, carries 0.00; number 5, I, carries 0.19; number 6, C, carries -0.28; number 7, C, carries -0.23; number 8, C, carries -0.23; number 9, F, carries 0.05; number 10, C, carries -0.29; number 11, F, carries 0.12; number 12, F, carries 0.11; number 13, C, carries -0.62; number 14, F, carries 0.00; number 15, F, carries 0.02; number 16, F, carries 0.03; number 17, H, carries -0.02; number 18, H, carries 0.01; number 19, H, carries 0.05; number 20, H, carries 0.05; number 21, H, carries 0.12; number 22, H, carries 0.11

***

Entry from the Open Molecules 2025 dataset: a molecular structure, C35H32BFNO2P2PtS2 (ωB97M-V/def2-TZVPD).

Calculated values
Orbital gap (spin up / spin down), eV: 7.10 / 7.10
Total charge: -1

Element x y z (Å)
Pt -0.29168 -0.06252 -0.29082
S 1.71685 0.12989 3.34102
P 2.05478 -1.20969 1.96677
C 1.23812 -1.13303 0.41583
P 1.52828 -2.09330 -0.96443
S -0.27362 -1.80886 -1.89546
C 2.90634 -1.50973 -1.98852
C 3.61506 -0.38876 -1.57745
C 4.69987 0.05757 -2.31972
C 5.05465 -0.59328 -3.48949
C 4.31788 -1.68845 -3.92997
C 3.24693 -2.14683 -3.18141
C 1.84508 -3.88005 -0.79964
C 3.11380 -4.44432 -0.92384
C 3.29620 -5.80436 -0.72236
C 2.21545 -6.61055 -0.39409
C 0.94846 -6.05794 -0.27592
C 0.76401 -4.70011 -0.48245
C 3.85798 -1.30426 1.62252
C 4.50243 -2.44793 1.16306
C 5.84314 -2.40602 0.79856
C 6.55275 -1.21922 0.88942
C 5.91911 -0.07452 1.35841
C 4.58426 -0.11832 1.72604
C 1.60131 -2.85732 2.63108
C 2.46749 -3.58440 3.44429
C 2.04798 -4.76376 4.04256
C 0.74634 -5.21120 3.86325
C -0.13499 -4.46841 3.09117
C 0.29148 -3.30120 2.47600
H 3.30448 0.13452 -0.68314
H 5.25163 0.92912 -1.99100
H 5.89511 -0.23706 -4.07234
H 4.58217 -2.18640 -4.85451
H 2.67739 -3.00473 -3.52025
H 3.96317 -3.81966 -1.16575
H 4.28544 -6.23400 -0.81962
H 2.36106 -7.67119 -0.23122
H 0.10304 -6.68206 -0.01682
H -0.22411 -4.26502 -0.40301
H 3.95965 -3.37986 1.07964
H 6.33052 -3.30646 0.44320
H 7.59611 -1.18500 0.60111
H 6.46785 0.85597 1.43748
H 4.08466 0.76613 2.10492
H 3.46981 -3.21872 3.62789
H 2.73544 -5.32549 4.66302
H 0.41637 -6.12800 4.33628
H -1.15929 -4.79756 2.96467
H -0.39339 -2.71808 1.87186
B -4.93720 0.89779 -0.62655
C -3.41589 0.51189 -0.52797
N -2.30880 0.19953 -0.42493
H -5.17196 1.15020 -1.78905
H -5.09575 1.85688 0.09644
H -5.56577 -0.06715 -0.24320
C -1.70397 1.65053 2.55758
C -0.77710 2.25565 1.52889
O -0.79853 3.44771 1.26817
O 0.11544 1.44426 1.00568
H -2.30811 2.42677 3.01948
H -1.09759 1.12625 3.29763
H -2.35752 0.91401 2.09057
F 4.59045 2.97633 -3.59910
C 3.36297 2.60211 -3.15296
C 2.88381 3.15089 -1.97917
C 1.63469 2.76097 -1.52263
C 0.87920 1.82218 -2.23368
C -0.46691 1.41522 -1.77114
C 1.40814 1.28499 -3.40819
C 2.64807 1.67893 -3.88502
H 3.48249 3.87376 -1.44078
H 1.22921 3.16786 -0.60336
H -1.03701 0.95414 -2.57360
H -1.02407 2.22671 -1.31308
H 0.83354 0.54602 -3.95552
H 3.06825 1.26545 -4.79211

Want to see where the charge sits? The Löwdin charges in e are: number 1, Pt, carries 1.10; number 2, S, carries 0.30; number 3, P, carries 0.38; number 4, C, carries -0.73; number 5, P, carries 0.50; number 6, S, carries 0.36; number 7, C, carries -0.33; number 8, C, carries -0.08; number 9, C, carries -0.09; number 10, C, carries -0.08; number 11, C, carries -0.08; number 12, C, carries -0.09; number 13, C, carries -0.32; number 14, C, carries -0.11; number 15, C, carries -0.08; number 16, C, carries -0.08; number 17, C, carries -0.07; number 18, C, carries -0.10; number 19, C, carries -0.34; number 20, C, carries -0.11; number 21, C, carries -0.08; number 22, C, carries -0.09; number 23, C, carries -0.09; number 24, C, carries -0.12; number 25, C, carries -0.34; number 26, C, carries -0.09; number 27, C, carries -0.09; number 28, C, carries -0.10; number 29, C, carries -0.09; number 30, C, carries -0.10; number 31, H, carries 0.10; number 32, H, carries 0.11; number 33, H, carries 0.11; number 34, H, carries 0.10; number 35, H, carries 0.11; number 36, H, carries 0.10; number 37, H, carries 0.10; number 38, H, carries 0.10; number 39, H, carries 0.11; number 40, H, carries 0.08; number 41, H, carries 0.08; number 42, H, carries 0.10; number 43, H, carries 0.10; number 44, H, carries 0.10; number 45, H, carries 0.07; number 46, H, carries 0.11; number 47, H, carries 0.10; number 48, H, carries 0.10; number 49, H, carries 0.10; number 50, H, carries 0.10; number 51, B, carries -0.42; number 52, C, carries -0.17; number 53, N, carries -0.05; number 54, H, carries -0.01; number 55, H, carries 0.00; number 56, H, carries 0.00; number 57, C, carries -0.02; number 58, C, carries -0.69; number 59, O, carries 0.04; number 60, O, carries -0.31; number 61, H, carries 0.08; number 62, H, carries 0.04; number 63, H, carries 0.06; number 64, F, carries 0.04; number 65, C, carries -0.31; number 66, C, carries 0.00; number 67, C, carries -0.01; number 68, C, carries -0.28; number 69, C, carries -0.21; number 70, C, carries -0.04; number 71, C, carries -0.03; number 72, H, carries 0.12; number 73, H, carries 0.11; number 74, H, carries 0.05; number 75, H, carries 0.08; number 76, H, carries 0.11; number 77, H, carries 0.12